(1)
ORCA calculation (ωB97M-V with the def2-TZVPD basis set) on a structure of composition C39H30F5N2O3PS4TeTl.

Its total charge is -1. The maximum force comes out at 0.85 eV/A. The value obtained for the HOMO-LUMO gap is 7.423 eV. As for the spin multiplicity: 1. The LUMO energy comes out at 0.0759 Eh.

Atoms and positions in Å:
Tl: -0.513 -0.895 0.073
S: 3.933 -2.509 -0.270
C: 4.830 -1.153 -0.957
C: 5.922 -1.492 -1.759
C: 6.676 -0.512 -2.378
C: 6.346 0.825 -2.187
C: 5.277 1.166 -1.378
C: 4.492 0.191 -0.745
S: 3.169 0.679 0.280
H: 6.164 -2.540 -1.900
H: 7.521 -0.789 -2.997
H: 6.928 1.604 -2.666
H: 5.017 2.206 -1.221
O: -5.263 -2.135 -1.059
S: -4.578 -1.189 -0.211
O: -5.050 -1.188 1.177
O: -3.111 -1.244 -0.303
C: -4.982 0.437 -0.845
C: -6.305 0.822 -0.652
C: -6.735 2.069 -1.067
C: -5.834 2.935 -1.665
C: -4.517 2.553 -1.868
C: -4.059 1.289 -1.489
P: -2.278 0.845 -1.660
C: -2.268 -0.323 -3.088
C: -1.005 -0.657 -3.588
C: -0.870 -1.541 -4.647
C: -1.999 -2.118 -5.214
C: -3.254 -1.804 -4.715
C: -3.391 -0.907 -3.662
C: -1.570 2.289 -2.576
C: -0.584 3.013 -1.903
C: 0.059 4.085 -2.517
C: -0.277 4.435 -3.816
C: -1.244 3.708 -4.503
C: -1.884 2.643 -3.889
H: -6.978 0.131 -0.159
H: -7.764 2.369 -0.909
H: -6.151 3.926 -1.968
H: -3.830 3.256 -2.317
H: -0.121 -0.211 -3.144
H: 0.117 -1.785 -5.024
H: -1.900 -2.813 -6.039
H: -4.137 -2.268 -5.140
H: -4.378 -0.687 -3.278
H: -0.308 2.720 -0.896
H: 0.823 4.638 -1.982
H: 0.221 5.266 -4.303
H: -1.490 3.971 -5.526
H: -2.626 2.070 -4.435
C: 2.909 -3.637 2.396
Te: 2.595 -1.630 1.547
C: 4.081 -1.084 2.986
C: 4.281 -2.228 3.943
C: 5.031 -2.059 5.106
C: 5.210 -3.110 5.989
C: 4.624 -4.343 5.722
C: 3.870 -4.513 4.574
C: 3.703 -3.467 3.665
H: 3.444 -4.274 1.691
H: 1.938 -4.094 2.603
H: 3.729 -0.181 3.485
H: 4.979 -0.838 2.421
H: 5.472 -1.090 5.320
H: 5.795 -2.966 6.889
H: 4.755 -5.166 6.414
H: 3.393 -5.466 4.369
F: -2.722 2.255 0.980
C: -1.544 2.401 1.647
C: -0.678 1.333 1.770
C: 0.405 1.633 2.565
F: 1.311 0.664 2.880
C: 0.675 2.860 3.137
F: 1.762 3.061 3.899
C: -0.208 3.897 2.927
F: 0.021 5.102 3.456
C: -1.345 3.660 2.184
F: -2.233 4.649 2.007
N: -3.226 -3.144 2.509
C: -2.283 -2.200 2.704
N: -2.707 -0.941 2.814
S: -0.641 -2.619 2.829
H: -4.113 -2.838 2.129
H: -2.898 -4.063 2.283
H: -3.620 -0.739 2.418
H: -2.009 -0.210 2.731



(2)
ORCA calculation (ωB97M-V with the def2-TZVPD basis set) on a structure of composition C39H31AsF7N12O2RbS2.

Its total charge is -1. The maximum force comes out at 0.72 eV/A. The value obtained for the HOMO-LUMO gap (alpha / beta) is 7.496 / 4.736 eV. As for the spin multiplicity: 2. The LUMO energy (alpha / beta) comes out at 0.0456 / -0.0559 Eh.

Atoms and positions in Å:
Rb: -1.155 0.133 -0.645
O: -3.253 5.146 -6.653
C: -2.304 4.260 -6.697
O: -1.716 4.245 -7.763
C: -2.053 3.422 -5.512
C: -0.835 2.780 -5.374
C: -0.610 2.041 -4.216
N: -1.524 1.930 -3.257
C: -2.710 2.511 -3.413
C: -3.015 3.290 -4.526
C: -3.731 2.267 -2.356
C: -5.071 2.121 -2.696
C: -5.983 1.837 -1.693
C: -5.528 1.694 -0.395
C: -4.169 1.845 -0.152
N: -3.291 2.141 -1.105
C: 0.692 1.352 -4.008
C: 1.338 0.725 -5.069
C: 2.564 0.124 -4.837
C: 3.102 0.176 -3.561
C: 2.370 0.804 -2.562
N: 1.191 1.378 -2.775
H: -0.073 2.879 -6.135
H: -3.973 3.782 -4.617
H: -5.385 2.179 -3.729
H: -7.031 1.700 -1.930
H: -6.198 1.444 0.415
H: -3.763 1.689 0.844
H: 0.873 0.681 -6.045
H: 3.086 -0.386 -5.636
H: 4.059 -0.276 -3.333
H: 2.739 0.829 -1.544
C: 1.284 -3.282 -3.880
C: 2.459 -3.010 -3.020
N: 3.691 -3.310 -3.299
N: 4.397 -2.834 -2.230
C: 3.636 -2.229 -1.298
S: 4.144 -1.512 0.123
N: 2.384 -2.358 -1.811
N: 1.244 -1.801 -1.238
H: 1.613 -3.846 -4.749
H: 0.816 -2.352 -4.212
H: 0.522 -3.848 -3.344
H: 5.389 -2.963 -2.162
H: 0.500 -1.909 -1.922
H: 0.968 -2.320 -0.388
F: -1.035 -1.176 -3.300
As: -2.429 -2.238 -3.535
F: -3.237 -0.955 -4.369
F: -3.058 -1.654 -2.017
F: -3.780 -3.284 -3.735
F: -1.560 -3.472 -2.659
F: -1.719 -2.791 -5.015
S: -1.686 -3.149 5.398
C: -1.034 -3.107 3.745
C: -1.868 -3.050 2.653
C: -1.300 -2.888 1.393
N: 0.011 -2.856 1.187
C: 0.812 -2.959 2.256
C: 0.345 -3.067 3.546
C: -1.698 -1.418 5.784
C: -1.714 -0.416 4.820
C: -1.792 0.893 5.280
N: -1.833 1.262 6.562
C: -1.795 0.280 7.458
C: -1.726 -1.064 7.128
H: -2.941 -3.028 2.769
H: -1.944 -2.731 0.535
H: 1.878 -2.921 2.052
H: 1.028 -3.109 4.383
H: -1.702 -0.564 3.728
H: -1.843 1.689 4.544
H: -1.809 0.579 8.501
H: -1.684 -1.815 7.906
N: 7.035 -0.093 6.890
C: 6.169 0.210 6.197
C: 5.088 0.593 5.335
C: 4.706 -0.232 4.278
C: 3.662 0.139 3.453
C: 3.009 1.350 3.662
C: 3.386 2.175 4.717
C: 4.416 1.795 5.555
N: 1.964 1.735 2.803
C: 0.819 2.427 3.149
C: 0.068 2.479 2.019
N: 0.728 1.870 0.976
C: 1.844 1.422 1.478
H: 5.218 -1.169 4.113
H: 3.339 -0.515 2.654
H: 2.883 3.121 4.868
H: 4.715 2.432 6.376
H: 0.626 2.738 4.160
H: -0.927 2.873 1.900
H: 2.603 0.867 0.947
F: -1.929 -0.380 1.876



(3)
ORCA calculation (ωB97M-V with the def2-TZVPD basis set) on a structure of composition C39H31BrCl2MoN8O3S2.

Its total charge is +2. The maximum force comes out at 3.92 eV/A. The value obtained for the HOMO-LUMO gap (alpha / beta) is 5.243 / 4.716 eV. As for the spin multiplicity: 3. The LUMO energy (alpha / beta) comes out at -0.2424 / -0.2616 Eh.

Atoms and positions in Å:
Mo: -0.819 -0.337 -0.776
Cl: -6.205 0.135 3.729
C: -5.015 -0.704 2.818
C: -4.704 -0.194 1.580
C: -3.476 -0.550 0.972
N: -3.046 -0.132 -0.253
C: -3.923 -0.373 -1.312
O: -5.052 -0.853 -1.284
C: -3.327 -0.146 -2.628
C: -4.112 -0.026 -3.796
C: -3.482 0.082 -5.010
C: -2.099 0.018 -5.043
C: -1.415 0.035 -3.856
N: -2.004 -0.034 -2.655
C: -2.511 -1.249 1.734
C: -2.958 -2.095 2.798
C: -4.247 -1.791 3.329
Cl: -4.821 -2.865 4.555
N: -1.257 -1.168 1.194
C: -0.183 -1.383 1.960
O: -0.136 -1.970 3.045
C: 1.033 -0.635 1.605
C: 2.106 -0.514 2.538
C: 3.018 0.502 2.300
C: 2.984 1.149 1.077
C: 1.853 1.143 0.301
N: 0.953 0.196 0.508
H: -5.389 0.374 0.993
H: -5.213 0.122 -3.615
H: -3.998 0.162 -5.945
H: -1.489 0.070 -5.995
H: -0.308 0.022 -3.782
H: -2.293 -2.732 3.393
H: 2.188 -1.190 3.334
H: 3.576 0.902 3.120
H: 3.817 1.744 0.688
H: 1.847 1.819 -0.543
N: 0.164 -4.448 -1.935
C: -0.988 -5.236 -2.169
C: -1.030 -6.376 -3.032
C: -2.234 -6.892 -3.486
C: -3.417 -6.546 -2.846
C: -3.403 -5.493 -1.887
C: -2.204 -4.832 -1.646
S: -2.516 -3.277 -0.967
N: -1.049 -2.578 -1.165
C: 0.086 -3.173 -1.448
C: 1.354 -2.347 -1.477
C: 2.697 -2.823 -1.551
C: 3.636 -2.043 -2.167
C: 3.238 -0.832 -2.778
C: 2.031 -0.265 -2.457
N: 1.089 -1.057 -1.797
H: 0.994 -4.796 -2.414
H: 0.006 -6.729 -3.325
H: -2.277 -7.644 -4.229
H: -4.384 -7.031 -3.014
H: -4.343 -5.096 -1.498
H: 2.896 -3.850 -1.157
H: 4.697 -2.375 -2.247
H: 3.915 -0.278 -3.410
H: 1.812 0.781 -2.718
Br: -2.492 3.548 2.994
C: -2.234 3.125 1.151
C: -2.930 3.788 0.099
C: -2.514 3.578 -1.232
C: -1.517 2.608 -1.463
N: -1.078 1.835 -0.452
C: -1.228 2.298 0.872
H: -3.751 4.487 0.422
H: -2.811 4.098 -2.170
H: -0.998 2.578 -2.415
H: -0.477 2.031 1.636
O: 5.950 2.894 2.404
S: 5.256 4.035 3.029
C: 6.176 5.635 2.784
C: 6.020 6.517 4.017
C: 5.275 5.672 5.079
C: 5.619 4.157 4.832
H: 5.768 6.066 1.855
H: 7.216 5.342 2.628
H: 5.588 7.490 3.768
H: 6.971 6.786 4.369
H: 4.189 5.781 5.018
H: 5.600 5.996 6.076
H: 5.071 3.422 5.422
H: 6.664 3.932 5.019



(4)
ORCA calculation (ωB97M-V with the def2-TZVPD basis set) on a structure of composition C39H31InN6O3S3.

The maximum force comes out at 0.66 eV/A. The value obtained for the HOMO-LUMO gap is 6.800 eV. As for the spin multiplicity: 1. The LUMO energy comes out at -0.0048 Eh.

Atoms and positions in Å:
In: -0.289 1.235 -0.709
O: -0.452 2.954 0.458
C: -0.130 3.147 1.697
C: -1.001 3.901 2.524
C: -0.670 4.200 3.821
C: 0.550 3.772 4.379
C: 1.399 3.025 3.609
C: 1.081 2.675 2.280
C: 2.017 1.863 1.564
N: 1.844 1.334 0.407
C: 2.952 0.607 -0.200
C: 2.429 -0.245 -1.355
N: 1.506 0.577 -2.058
C: 1.560 0.672 -3.341
C: 0.693 1.448 -4.159
C: 0.884 1.370 -5.559
C: 0.136 2.102 -6.435
C: -0.839 2.979 -5.917
C: -1.051 3.085 -4.569
C: -0.320 2.307 -3.634
O: -0.604 2.441 -2.379
H: -1.935 4.226 2.082
H: -1.361 4.777 4.426
H: 0.807 4.022 5.400
H: 2.340 2.675 4.023
H: 2.971 1.685 2.078
H: 3.526 0.017 0.518
H: 3.632 1.331 -0.656
H: 0.909 -1.160 -0.262
H: 3.246 -0.628 -1.971
H: 2.344 0.113 -3.865
H: 1.653 0.699 -5.933
H: 0.292 2.019 -7.501
H: -1.431 3.573 -6.602
H: -1.799 3.754 -4.164
N: -0.552 -2.489 -3.754
C: -1.677 -1.806 -4.181
C: -2.536 -2.000 -5.254
C: -3.559 -1.083 -5.401
C: -3.719 -0.020 -4.501
C: -2.874 0.155 -3.422
C: -1.834 -0.760 -3.265
N: -0.827 -0.830 -2.310
C: -0.084 -1.863 -2.633
C: 1.118 -2.302 -1.955
C: 1.849 -3.396 -2.242
S: 3.125 -3.693 -1.171
C: 2.457 -2.485 0.001
N: 1.684 -1.509 -0.847
H: -0.160 -3.304 -4.189
H: -2.416 -2.831 -5.939
H: -4.255 -1.189 -6.223
H: -4.526 0.685 -4.655
H: -3.012 0.972 -2.726
H: 1.663 -4.075 -3.062
H: 3.315 -1.983 0.442
O: -0.050 -0.599 1.405
S: 0.919 -1.120 2.439
C: 0.518 -0.253 3.966
C: -0.761 0.192 4.255
C: -0.993 0.811 5.472
C: 0.042 0.975 6.386
C: 1.324 0.541 6.078
C: 1.568 -0.069 4.854
C: 0.241 -2.710 2.935
C: 0.867 -3.442 3.935
C: 0.339 -4.669 4.301
C: -0.798 -5.153 3.664
C: -1.404 -4.416 2.657
C: -0.880 -3.185 2.283
H: -1.554 0.067 3.525
H: -1.988 1.166 5.713
H: -0.146 1.457 7.337
H: 2.135 0.692 6.779
H: 2.566 -0.404 4.590
H: 1.752 -3.054 4.425
H: 0.812 -5.248 5.083
H: -1.213 -6.110 3.956
H: -2.284 -4.799 2.159
H: -1.333 -2.586 1.502
S: -2.510 0.430 0.093
C: -3.316 1.885 -0.172
N: -3.926 2.856 -0.331